This record from the Open Molecules 2025 dataset describes a single C9H12S2 molecule. The level of theory is wB97M-V/def2-TZVPD.

Orbital gap (spin up / spin down) (eV): 8.483 / 7.208
Strongest force on any atom (eV/Å): 4.5
E_HOMO (spin up / spin down) (eV): -8.38 / -7.52
Relative energy (zero: lowest compared OMol25 entry of this formula, charge and spin) (kJ/mol): 623.1

Last column: Löwdin charge in e.
Element x y z (Å)
C: -0.611 0.532 -1.517  -0.339
C: 0.779 0.915 -1.087  0.043
C: -1.644 1.226 -0.691  -0.167
C: -1.334 0.938 0.813  -0.212
C: -1.240 -0.500 1.252  -0.180
C: -0.732 -0.962 -1.128  0.052
C: -0.205 -1.203 0.301  -0.309
C: 1.258 -0.611 0.524  -0.651
C: 1.709 0.818 -0.157  -0.677
S: 2.512 -1.775 0.014  0.734
S: 3.319 1.465 0.259  0.711
H: -0.819 0.523 -2.575  0.132
H: -1.598 2.355 -0.960  0.150
H: -2.542 0.803 -0.946  0.082
H: -0.261 1.346 1.178  0.144
H: -2.158 1.520 1.340  0.121
H: -0.789 -0.473 2.281  0.121
H: -2.285 -1.013 1.151  0.148
H: -0.434 -1.629 -1.809  0.046
H: -0.167 -2.172 0.664  0.089
H: 1.457 -0.491 1.586  0.082
H: 2.087 -1.780 -1.369  -0.035
H: 3.697 0.170 0.875  -0.086